Record 1
C3H10N | ωB97M-V with the def2-TZVPD basis set

XYZ file:
```
14
Properties=species:S:1:pos:R:3:forces:R:3:lowdin_charge:R:1
C -2.2732 -0.3160 0.2810 -1.236 0.952 1.654 -0.149
C -1.2318 0.5328 -0.2839 1.651 -1.560 -1.719 0.002
C 1.2179 -0.4217 -0.4568 -2.174 -1.492 0.921 -0.057
N 2.2847 0.2658 0.2965 1.581 0.403 1.964 0.043
H -2.1890 -0.5261 1.3930 -0.317 0.991 -1.166 0.108
H -3.2719 0.1757 -0.0221 1.177 -0.347 0.892 0.135
H -2.4027 -1.2705 -0.1018 0.227 -1.843 -1.367 0.044
H -0.9364 1.3573 0.2839 0.408 1.380 0.531 0.036
H -0.9960 0.5223 -1.3684 -0.636 0.289 0.945 0.077
H 0.8312 -1.3666 0.0147 0.870 1.072 -0.891 0.087
H 1.2443 -0.2528 -1.5219 0.245 -0.292 0.076 0.061
H 3.1285 0.5012 -0.3126 -1.767 0.622 0.557 0.180
H 2.8943 -0.2975 1.0747 -2.636 1.313 -1.735 0.233
H 1.7001 1.0961 0.7239 2.607 -1.488 -0.663 0.201
```
Positions in Å, forces in eV/Å.

For the total energy, the calculation gives -4751.9192 eV. As for the total charge: +1. As for the multiplicity: 1. For the HOMO-LUMO gap (spin up / spin down), the calculation gives 0.283 / 0.348 Ha.

***

Record 2
C3H10N | ωB97M-V with the def2-TZVPD basis set

XYZ file:
```
14
Properties=species:S:1:pos:R:3:forces:R:3:lowdin_charge:R:1
C 2.1023 -2.6464 0.1751 1.281 1.427 0.776 -0.049
H 1.2757 -1.9329 0.2542 -0.209 -0.408 -0.015 -0.022
H 2.6988 -2.3422 -0.6954 -0.409 -0.672 -0.112 0.023
H 1.8224 -3.6884 0.2558 -0.123 0.023 -0.369 0.021
H 2.7899 -2.3940 1.0141 -0.561 -0.343 -0.281 0.031
C -0.4807 1.6479 -1.0596 -0.701 2.905 1.576 -0.001
C -1.0609 0.7208 1.1261 -1.664 0.664 -1.757 0.210
N -1.0228 0.6590 -0.1536 0.638 -1.428 0.041 -0.003
H -1.2023 1.9666 -1.8039 0.147 -0.796 -0.568 0.117
H 0.5441 1.5246 -1.3464 0.255 -0.893 -0.582 0.111
H -0.4421 2.5652 -0.4424 0.165 -0.204 -0.141 0.109
H -0.9319 1.7243 1.5264 0.570 -0.469 0.650 0.136
H -1.5666 -0.1249 1.5765 0.498 0.102 0.724 0.135
H -1.3128 -0.2242 -0.5793 0.115 0.091 0.057 0.180
```
Positions in Å, forces in eV/Å.

For the total energy, the calculation gives -4755.0583 eV. As for the total charge: +1. As for the multiplicity: 1. For the HOMO-LUMO gap, the calculation gives 0.370 Ha.

***

Record 3
C3H10N10 | ωB97M-V with the def2-TZVPD basis set

XYZ file:
```
23
Properties=species:S:1:pos:R:3:forces:R:3:lowdin_charge:R:1
C -0.3862 0.3416 -0.3565 -2.808 -1.908 0.586 -0.228
C -0.3556 3.2375 1.4969 -3.682 -1.461 0.081 -0.317
C 2.8882 0.4700 -1.3506 4.042 -0.006 -3.382 -0.168
N -1.4252 -0.0963 -0.0895 0.946 0.557 -0.497 0.197
N -1.5434 3.1035 1.7151 4.128 1.811 -1.472 0.229
N 0.8592 0.7376 -0.5008 0.813 3.074 0.497 0.040
N 1.6636 0.1175 -1.2560 -1.829 -1.705 0.911 0.135
N -3.3133 -3.1932 -0.1635 0.058 2.457 -1.642 0.144
N 0.7785 3.1470 1.0116 1.702 2.062 -0.483 0.071
N -2.7059 -4.0418 0.5144 1.189 -1.021 -0.239 -0.028
N 3.2551 1.7344 -1.1500 -0.668 1.715 2.033 0.073
N -3.3139 -4.8531 1.2428 -1.476 -0.637 1.125 0.168
N 4.3300 2.3251 -1.4208 0.616 -2.359 -0.861 0.197
H 3.5022 -0.2581 -1.9474 -0.311 0.849 0.678 0.154
H -2.6644 -2.6160 -0.8004 -1.602 -0.953 1.460 0.177
H -4.3342 -2.9585 -0.0980 1.058 -0.456 -0.103 0.183
H 1.3612 4.0329 0.9247 -0.972 -1.632 0.478 0.125
H -4.3183 -4.8455 1.4366 -0.017 0.311 -0.396 0.165
H -2.1738 2.4675 2.0786 -1.175 -0.951 1.264 0.067
H -2.8332 -5.6053 1.7199 0.721 0.319 -0.164 0.162
H 5.0705 1.8385 -1.9366 0.021 -0.046 0.134 0.166
H 4.6069 3.2209 -1.0460 -0.868 0.483 0.103 0.163
H 1.0521 1.6938 -0.0243 0.113 -0.500 -0.112 0.124
```
Positions in Å, forces in eV/Å.

For the total energy, the calculation gives -18151.9382 eV. As for the total charge: +2. As for the multiplicity: 1. For the HOMO-LUMO gap (spin up / spin down), the calculation gives 0.251 / 0.251 Ha.

***

Record 4
C3H10N2 | ωB97M-V with the def2-TZVPD basis set

XYZ file:
```
15
Properties=species:S:1:pos:R:3:forces:R:3:lowdin_charge:R:1
C -3.2602 3.3815 2.0120 -0.001 0.454 -0.843 -0.082
C -4.1719 3.2741 1.0514 0.439 -0.446 0.267 -0.084
H -2.2448 3.1277 1.7279 0.129 0.281 0.344 0.043
H -3.4461 3.8522 2.9658 -0.109 -0.497 0.289 0.042
H -3.8299 3.0037 0.0622 -0.206 -0.302 -0.089 0.042
H -5.2325 3.3439 1.2086 -0.251 0.508 0.031 0.038
N 1.8653 -1.2493 -1.5670 0.251 -0.780 -0.301 -0.020
C 2.0915 -2.2141 -0.4901 0.168 0.347 0.572 -0.369
N 3.3554 -2.9859 -0.5888 -0.540 0.122 -0.483 -0.016
H 1.7768 -1.8027 -2.4202 -0.259 0.226 -0.005 0.061
H 2.7314 -0.7396 -1.7208 -0.106 0.294 0.217 0.055
H 1.2221 -2.8658 -0.4091 0.086 -0.189 -0.220 0.101
H 2.1013 -1.6658 0.4557 0.147 0.118 -0.121 0.092
H 3.8727 -2.5426 -1.3434 0.310 -0.070 0.234 0.047
H 3.1688 -3.9174 -0.9442 -0.058 -0.067 0.107 0.050
```
Positions in Å, forces in eV/Å.

For the total energy, the calculation gives -6251.9601 eV. As for the total charge: 0. As for the multiplicity: 1. For the HOMO-LUMO gap, the calculation gives 0.385 Ha.

***

Record 5
C3H10N2 | ωB97M-V with the def2-TZVPD basis set

XYZ file:
```
15
Properties=species:S:1:pos:R:3:forces:R:3:lowdin_charge:R:1
C -4.6439 2.6400 -1.6793 -0.085 -1.149 -0.562 -0.154
N -3.7562 2.8987 -2.5431 0.329 1.643 0.956 0.002
H -4.5745 1.7139 -1.0964 0.103 0.528 0.798 0.061
H -5.5817 3.1901 -1.6215 -0.101 -0.107 -0.412 0.053
H -2.8658 2.5040 -2.2305 -0.242 -0.916 -0.780 0.038
C 3.4836 -1.3242 2.1283 0.971 -0.313 -1.413 -0.116
C 2.1519 -1.8233 1.5662 0.184 1.450 1.281 -0.363
N 2.0204 -1.7860 0.1264 -1.420 -1.491 -0.376 -0.021
H 4.2372 -2.1072 1.9879 -0.035 -0.134 0.659 0.065
H 3.4640 -0.9146 3.1327 -0.139 -0.357 0.175 0.064
H 3.9293 -0.5508 1.4895 -0.548 0.298 0.043 0.065
H 1.3862 -1.1838 2.0316 -0.077 0.078 -0.342 0.091
H 1.9124 -2.8007 1.9915 0.253 -0.227 -0.365 0.101
H 1.6761 -2.6979 -0.1525 -0.085 0.290 -0.322 0.058
H 2.7148 -1.5419 -0.5517 0.893 0.408 0.661 0.056
```
Positions in Å, forces in eV/Å.

For the total energy, the calculation gives -6251.5781 eV. As for the total charge: 0. As for the multiplicity: 1. For the HOMO-LUMO gap, the calculation gives 0.373 Ha.

***

Record 6
C3H10N2 | ωB97M-V with the def2-TZVPD basis set

XYZ file:
```
15
Properties=species:S:1:pos:R:3:forces:R:3:lowdin_charge:R:1
C -2.5413 -0.4841 -1.1078 -2.625 -1.052 2.105 -0.191
N -3.3938 0.4708 -0.7493 3.645 -1.790 1.463 -0.048
H -1.9960 -0.6233 -2.1055 -1.326 0.623 1.210 0.061
H -2.5466 -1.4733 -0.3837 0.971 2.450 -1.680 0.104
H -3.4411 0.3920 0.3681 -0.702 -0.227 -3.104 0.082
C 0.9945 -0.5028 -0.5541 1.865 -3.030 0.091 -0.191
N 0.7272 0.2932 0.6047 1.443 0.900 0.338 -0.186
C 1.9439 0.7170 1.3340 -1.651 0.166 1.161 -0.143
H 0.1275 -0.5883 -1.1898 -0.461 -0.417 0.168 0.020
H 1.3745 -1.5628 -0.1259 -1.316 1.968 -1.111 0.122
H 1.8210 -0.3075 -1.2912 -0.249 0.882 0.836 0.075
H 0.3772 1.2012 0.3904 -1.111 0.364 -0.833 0.079
H 1.5317 1.1802 2.2513 0.436 0.352 -0.442 0.081
H 2.4248 -0.1325 1.7519 0.976 -0.866 -0.163 0.056
H 2.5967 1.4201 0.8069 0.105 -0.321 -0.039 0.079
```
Positions in Å, forces in eV/Å.

For the total energy, the calculation gives -6250.4478 eV. As for the total charge: 0. As for the multiplicity: 1. For the HOMO-LUMO gap, the calculation gives 0.371 Ha.

***

Record 7
C3H10N2 | ωB97M-V with the def2-TZVPD basis set

XYZ file:
```
15
Properties=species:S:1:pos:R:3:forces:R:3:lowdin_charge:R:1
C 1.4853 1.7242 -1.3150 0.951 0.721 3.347 -0.092
N 1.3527 1.7956 -0.0193 0.037 0.206 -2.078 -0.001
H 1.3406 0.7212 -1.6635 -0.338 -0.175 -0.978 0.046
H 1.9433 2.5502 -1.9020 -0.601 -0.690 0.046 0.072
H 1.6150 2.7087 0.3633 -0.102 -0.038 -0.296 0.037
C -0.0523 -1.8863 0.9602 -2.384 -0.841 -0.438 -0.196
N -0.7563 -0.6163 0.7114 0.462 1.546 -0.592 -0.238
C -1.8917 -0.7389 -0.2877 2.198 -0.208 0.019 -0.154
H -0.8568 -2.4352 1.6735 1.903 0.173 -2.169 0.110
H 0.3182 -2.4530 -0.0337 -1.139 0.826 2.115 0.100
H 0.7944 -1.8219 1.6052 0.737 0.640 0.299 0.031
H -0.1724 0.3184 0.6788 -1.378 -2.843 -0.405 0.089
H -1.4997 -0.8912 -1.3387 -0.239 0.708 0.645 0.061
H -2.5123 0.1787 -0.2023 0.097 -0.973 -0.209 0.071
H -2.3929 -1.7252 -0.1700 -0.205 0.950 0.694 0.064
```
Positions in Å, forces in eV/Å.

For the total energy, the calculation gives -6250.9197 eV. As for the total charge: 0. As for the multiplicity: 1. For the HOMO-LUMO gap, the calculation gives 0.325 Ha.

***

Record 8
C3H10N2 | ωB97M-V with the def2-TZVPD basis set

XYZ file:
```
15
Properties=species:S:1:pos:R:3:forces:R:3:lowdin_charge:R:1
C -2.0912 0.4132 0.8500 -3.019 -0.120 0.490 -0.062
C -2.3235 -0.5268 -0.1500 -1.554 1.967 1.100 0.037
N 0.4605 0.1615 -1.0760 -2.675 -0.870 1.023 -0.136
C 1.7937 0.0200 -0.6519 -0.016 -0.047 1.126 -0.498
N 2.1041 -0.1148 0.8206 0.034 0.591 -0.531 -0.049
H -2.4127 1.4465 0.7639 1.389 0.353 -0.921 0.102
H -2.3007 0.1400 1.8769 0.782 -0.690 0.072 0.091
H -1.0460 -0.1539 0.2730 2.056 -0.021 -1.036 0.145
H -2.8104 -1.4231 0.2095 1.204 -0.856 -0.449 0.109
H -2.5019 -0.1437 -1.1433 0.573 -0.430 -0.262 0.100
H -0.0425 1.0234 -0.8422 0.763 0.413 -0.060 -0.045
H 2.1273 -0.9510 -1.0077 0.512 0.201 -0.744 0.079
H 2.3971 0.8737 -0.9811 0.324 -0.261 -0.283 0.078
H 2.1051 -1.0859 1.1041 -0.455 0.168 0.195 0.027
H 1.4311 0.4535 1.3242 0.081 -0.396 0.280 0.023
```
Positions in Å, forces in eV/Å.

For the total energy, the calculation gives -6246.3514 eV. As for the total charge: 0. As for the multiplicity: 1. For the HOMO-LUMO gap, the calculation gives 0.187 Ha.

***

For each record above, in turn, the calculated relative energy (zero: lowest compared OMol25 entry of this formula, charge and spin) values are 4.9459; 1.8069; 0.0000; 1.4682; 1.8502; 2.9805; 2.5087; 7.0769 eV.